DFT (ωB97M-V/def2-TZVPD) results for a cluster of 2 separate species, C2HBrClFN2O2S in total in a non-equilibrium geometry.

Values from the calculation:
max |F| = 0.0989 Eh/bohr
HOMO energy = -11.5 eV
SMILES = O=S(=O)(Cl)Br.N#C/C=N/F
gap between HOMO and LUMO = 9.059 eV
LUMO = -2.461 eV

Geometry as ORCA input:
```
! wB97M-V def2-TZVPD RIJCOSX def2/J DEFGRID3
* xyz 0 1
Br -2.739 1.234 -1.169
Cl -2.208 -2.260 -1.366
S -1.987 -0.631 -0.100
F 1.795 -1.682 -0.502
O -2.809 -0.871 1.027
O -0.634 -0.335 0.103
N 1.697 2.903 0.366
N 2.097 -0.307 -0.589
C 1.744 0.339 0.438
C 1.807 1.731 0.413
H 1.238 -0.121 1.377
*
```

Löwdin population analysis, charges in e, atoms 1 to 6: atom 1 (Br): 0.437, atom 2 (Cl): 0.366, atom 3 (S): 0.019, atom 4 (F): -0.079, atom 5 (O): -0.363, atom 6 (O): -0.429